11
Properties=species:S:1:pos:R:3:mulliken_charge:R:1 method="wB97M-V/def2-TZVPD" total_energy_ha=-322.468296 gap_ev=10.90 homo_energy_ha=-0.36667 charge=0 e_lumo_ev=0.92
N 1.4124 -0.1717 0.3646 -0.73
C 0.1316 -0.3159 -0.6893 0.10
C -0.9431 -0.8015 0.2436 -0.40
O -0.9371 0.5364 0.8466 -0.39
C -0.2860 1.0305 -0.3188 0.45
O -0.0485 2.1507 -0.6738 -0.56
H 1.0589 0.2857 1.2331 0.34
H 2.0306 0.5743 0.0330 0.29
H 0.1609 -0.6757 -1.7419 0.32
H -1.9718 -0.9334 -0.1007 0.29
H -0.6080 -1.6793 0.8035 0.29

***

19
Properties=species:S:1:pos:R:3:mulliken_charge:R:1 method="wB97M-V/def2-TZVPD" total_energy_ha=-269.452859 gap_ev=11.34 homo_energy_ha=-0.52458 smiles=C[NH2+]CCCN charge=+1 e_lumo_ev=-2.94
C 1.7373 0.9114 -0.5189 -0.56
C 1.2504 -0.5499 -0.5748 -0.61
C -0.2741 -0.8317 -0.6665 -0.72
C -2.4525 -0.6085 0.5304 -0.81
N -0.9842 -0.3883 0.5548 -0.14
N 0.9948 1.5411 0.6254 -0.65
H 1.7667 1.4358 -1.4715 0.43
H 2.9134 0.9359 -0.4091 0.28
H 1.6755 -0.9311 -1.5385 0.32
H 1.6802 -1.0330 0.3101 0.29
H -0.4767 -1.8924 -0.9750 0.42
H -0.7303 -0.2357 -1.5163 0.43
H -2.8403 0.3976 0.3446 0.34
H -2.8834 -0.9517 1.4836 0.34
H -2.7064 -1.3578 -0.2424 0.32
H -0.5686 -0.9256 1.3431 0.38
H -0.5955 0.5734 0.8443 0.46
H 1.5577 1.3853 1.4777 0.26
H 0.9361 2.5253 0.3989 0.22

***

Repeat the first record exactly.
11
Properties=species:S:1:pos:R:3:mulliken_charge:R:1 method="wB97M-V/def2-TZVPD" total_energy_ha=-322.468296 gap_ev=10.90 homo_energy_ha=-0.36667 charge=0 e_lumo_ev=0.92
N 1.4124 -0.1717 0.3646 -0.73
C 0.1316 -0.3159 -0.6893 0.10
C -0.9431 -0.8015 0.2436 -0.40
O -0.9371 0.5364 0.8466 -0.39
C -0.2860 1.0305 -0.3188 0.45
O -0.0485 2.1507 -0.6738 -0.56
H 1.0589 0.2857 1.2331 0.34
H 2.0306 0.5743 0.0330 0.29
H 0.1609 -0.6757 -1.7419 0.32
H -1.9718 -0.9334 -0.1007 0.29
H -0.6080 -1.6793 0.8035 0.29